Here is one molecule with the formula C23H29N3O3 from the OMol25 dataset. Energies are from ωB97M-V with the def2-TZVPD basis set.

Geometry (Å):
C: -9.343 -2.562 0.492
C: -8.163 -2.316 1.424
C: -6.902 -1.858 0.691
C: -7.057 -0.475 0.046
C: -5.742 -0.040 -0.577
O: -5.513 -0.131 -1.760
N: -4.856 0.427 0.352
C: -3.545 0.875 0.175
C: -2.955 1.009 -1.080
C: -1.651 1.453 -1.183
C: -0.912 1.773 -0.048
C: 0.469 2.335 -0.143
O: 0.734 3.429 0.325
N: 1.384 1.592 -0.812
C: 1.258 0.191 -1.136
C: 2.224 -0.621 -0.264
N: 3.571 -0.134 -0.456
C: 4.634 -1.033 -0.342
C: 4.661 -2.119 -1.215
C: 5.690 -3.041 -1.202
C: 6.737 -2.880 -0.316
C: 6.736 -1.810 0.564
C: 5.694 -0.893 0.578
O: 5.617 0.148 1.469
C: 6.675 0.346 2.371
C: 3.694 1.251 -0.065
C: 2.743 2.076 -0.939
C: -1.515 1.666 1.200
C: -2.813 1.213 1.313
H: -9.673 -1.638 0.025
H: -10.180 -2.977 1.048
H: -9.068 -3.266 -0.291
H: -8.440 -1.569 2.172
H: -7.932 -3.243 1.954
H: -6.650 -2.582 -0.086
H: -6.071 -1.835 1.402
H: -7.800 -0.521 -0.749
H: -7.382 0.252 0.794
H: -5.170 0.434 1.313
H: -3.521 0.765 -1.962
H: -1.206 1.569 -2.161
H: 0.236 -0.147 -0.971
H: 1.521 0.051 -2.191
H: 2.168 -1.677 -0.529
H: 1.918 -0.510 0.792
H: 3.856 -2.226 -1.927
H: 5.679 -3.871 -1.891
H: 7.555 -3.583 -0.297
H: 7.554 -1.711 1.261
H: 7.622 0.530 1.853
H: 6.404 1.231 2.946
H: 6.793 -0.503 3.052
H: 4.716 1.586 -0.231
H: 3.436 1.407 0.993
H: 2.754 3.123 -0.632
H: 3.045 1.993 -1.988
H: -0.956 1.942 2.082
H: -3.270 1.127 2.289

Values from the calculation:
- SMILES: CCCCC(=O)Nc1ccc(C(=O)N2CCN(c3ccccc3OC)CC2)cc1
- Net charge: 0

Here is one molecule with the formula C13H9ClF3N from the OMol25 dataset. Energies are from ωB97M-V with the def2-TZVPD basis set.

Geometry (Å):
F: 3.091 -0.607 -2.206
C: 1.826 -0.561 -2.571
F: 1.715 0.350 -3.576
F: 1.388 -1.731 -3.133
C: 0.960 -0.239 -1.334
C: 0.099 0.865 -1.300
C: -0.741 1.131 -0.235
C: -1.714 2.292 -0.356
C: -3.062 2.143 0.321
C: -2.031 3.100 0.889
N: -0.658 0.364 0.848
C: 0.186 -0.679 0.956
C: 0.127 -1.460 2.112
C: 0.984 -2.576 2.229
C: 1.797 -2.964 1.173
Cl: 2.870 -4.314 1.377
C: 1.788 -2.226 -0.023
C: 1.017 -1.033 -0.151
H: -0.002 1.500 -2.151
H: -1.644 2.851 -1.297
H: -3.895 2.507 -0.264
H: -3.253 1.196 0.863
H: -1.584 2.773 1.827
H: -2.173 4.189 0.708
H: -0.494 -1.173 2.966
H: 0.973 -3.163 3.180
H: 2.428 -2.536 -0.853

Values from the calculation:
- SMILES: FC(F)(F)c1cc(C2CC2)nc2ccc(Cl)cc12
- Net charge: 0

Ordered HOMO level results: -0.2833; -0.3236; unit Eh.
Ordered largest force on an atom results: 0.011; 0.052; unit hartree/bohr.